## a
Below is a structure of composition C2H5N2O, with properties calculated with the ωB97M-V functional and the def2-TZVPD basis.

```
10
Properties=species:S:1:pos:R:3
C 0.2734 -1.1846 -0.0938
C 0.2095 1.1551 -0.0758
N -1.5496 -0.7280 0.1564
N 0.7019 0.0140 0.4136
O -1.6019 0.3965 -0.0330
H 0.4758 -2.1375 0.2059
H 0.2917 -1.0141 -1.2788
H 0.1319 2.0173 0.5382
H 0.0706 1.2858 -1.1635
H 0.9968 0.1956 1.3308
```

Output
Highest occupied orbital energy ... -15.322 eV
Net charge ... +1
LUMO level ... -6.0 eV

***

## b
Below is the ion C2H5N2O with charge +1, with properties calculated with the ωB97M-V functional and the def2-TZVPD basis.

```
10
Properties=species:S:1:pos:R:3
C 2.1273 -0.3233 -0.1006
C -1.2380 0.4986 0.1718
N 0.0933 1.0163 -0.0397
N 1.0887 0.3765 -0.1265
O -1.3526 -0.8526 -0.0462
H 2.7031 -0.7035 0.7715
H 2.1336 -0.7241 -1.0258
H -1.4556 0.7775 1.1640
H -1.7879 1.0976 -0.6305
H -2.3117 -1.1630 -0.1380
```

Output
Highest occupied orbital energy ... -15.950 eV
Net charge ... +1
SMILES ... C=[N+]=NCO
LUMO level ... -5.8 eV

***

## c
Below is the ion C2H5N2O with charge +1, with properties calculated with the ωB97M-V functional and the def2-TZVPD basis.

```
10
Properties=species:S:1:pos:R:3
C -0.7610 0.1739 0.0333
C 0.6278 0.6487 0.5876
N 1.6697 -1.0827 -0.5949
N -0.7044 -0.8692 -0.5691
O 1.6112 0.3378 -0.3068
H 0.5753 1.6665 0.8567
H 0.6794 -0.2122 1.2976
H 1.6815 -1.3591 -1.5986
H 2.7625 -1.4288 -0.2398
H -1.3829 -1.5281 -0.7665
```

Output
Highest occupied orbital energy (spin up / spin down) ... -15.763 / -15.764 eV
Net charge ... +1
SMILES ... [NH+]#CCON
LUMO level (spin up / spin down) ... -7.1 / -7.1 eV

***

Top of the stability list: b, leading by 15.2 kcal/mol.

***

## a
Below is the molecule C3HNO2, with properties calculated with the ωB97M-V functional and the def2-TZVPD basis.

```
7
Properties=species:S:1:pos:R:3
C 0.5667 0.9623 0.2692
C -0.3909 -0.2596 0.5973
C -0.6571 -0.9484 -0.8505
H 0.5701 1.2059 -0.7970
N -0.3672 -1.7126 -1.7767
O 1.0746 1.7471 1.0796
O -0.7961 -0.9948 1.4781
```

Output
Highest occupied orbital energy ... -11.391 eV
SMILES ... N#CC(=O)C=O
LUMO level ... -2.4 eV

***

## b
Below is the molecule C3HNO2, with properties calculated with the ωB97M-V functional and the def2-TZVPD basis.

```
7
Properties=species:S:1:pos:R:3
C -0.9289 -0.5040 -0.0469
C 1.8420 0.4481 0.0419
C -2.0290 -0.0372 -0.0685
N 1.3852 -0.6514 -0.0856
O 0.1678 -1.2730 -0.0284
O 2.3763 1.4584 -0.0766
H -2.8133 0.5589 0.2641
```

Output
Highest occupied orbital energy ... -10.024 eV
SMILES ... C#CON=C=O
LUMO level ... 0.2 eV

***

## c
Below is the molecule C3HNO2, with properties calculated with the ωB97M-V functional and the def2-TZVPD basis.

```
7
Properties=species:S:1:pos:R:3
O 0.9845 1.5514 1.1266
C 0.7966 0.3883 0.9177
C -0.0790 -0.1284 -0.2679
O 0.7704 -0.2248 -1.1230
C -1.4641 -0.4394 -0.7026
N -2.4503 -0.7201 -1.2454
H 1.4417 -0.4270 1.2947
```

Output
Highest occupied orbital energy ... -10.893 eV
SMILES ... N#CC(=O)C=O
LUMO level ... -1.2 eV

***

Top of the stability list: c, leading by 15.3 kcal/mol.